1.
# H30O15

A 15-piece molecular cluster, H30O15 overall (ωB97M-V/def2-TZVPD, the Open Molecules 2025 dataset).

Results
- HOMO energy: -8.7 eV
- Orbital gap: 0.314 hartree
- Energy relative to the best compared isomer or geometry (same formula, charge and spin): 7.226 eV
- LUMO energy: -0.004 hartree

Positions of all 45 atoms, in Å:
H1 1.00 1.47 -0.42
H2 0.58 0.04 -0.24
H3 0.35 -4.40 -0.37
H4 1.53 -5.47 -0.42
H5 3.70 -2.77 -0.40
H6 4.65 -3.77 0.24
H7 -3.18 0.16 -1.66
H8 -3.37 -0.44 -3.05
H9 3.32 1.37 0.98
H10 3.84 2.42 -0.05
H11 -0.34 5.97 0.33
H12 0.00 4.54 0.94
H13 -0.62 2.86 -2.36
H14 -1.04 1.94 -1.22
H15 0.07 0.73 2.84
H16 -0.03 0.86 4.36
H17 3.06 3.68 -2.26
H18 2.15 2.50 -1.93
H19 -5.25 -0.76 -0.25
H20 -3.62 -0.92 -0.29
H21 -1.95 -0.90 3.88
H22 -2.25 -1.48 2.55
H23 -3.83 1.19 1.63
H24 -2.61 0.23 1.69
H25 -1.95 -2.87 0.16
H26 -2.88 -3.64 -0.77
H27 1.53 -1.33 -2.31
H28 1.37 -0.94 -3.77
H29 3.18 -2.22 1.90
H30 3.03 -1.41 0.63
O1 0.61 0.77 -0.94
O2 1.28 -4.63 -0.06
O3 3.74 -3.61 0.05
O4 -2.67 -0.02 -2.45
O5 3.11 2.08 0.36
O6 -0.21 5.41 1.12
O7 -0.41 2.64 -1.48
O8 0.54 1.18 3.65
O9 2.69 2.90 -2.63
O10 -4.42 -0.57 0.18
O11 -1.66 -0.93 2.98
O12 -3.38 0.59 1.14
O13 -2.68 -2.73 -0.46
O14 0.86 -1.11 -2.98
O15 2.56 -1.56 1.45

Here are the Mulliken charges for atoms 1 to 2, given in e: number 1, H, carries 0.2303; number 2, H, carries 0.2198

---

2.
# C18H25AsBaBr2F6N4O2

C18H25AsBaBr2F6N4O2 as an isolated structure (ωB97M-V/def2-TZVPD, the Open Molecules 2025 dataset).

Results
- HOMO energy (alpha / beta): -11.2 / -12.5 eV
- Spin multiplicity: 2
- Orbital gap (alpha / beta): 0.296 / 0.266 hartree
- Energy relative to the best compared isomer or geometry (same formula, charge and spin): 0.000 eV
- Total charge: +1
- LUMO energy (alpha / beta): -0.116 / -0.195 hartree

Positions of all 59 atoms, in Å:
Ba1 0.54 -0.07 0.64
C1 -2.37 2.13 1.59
C2 -2.57 0.72 2.15
N1 -2.29 -0.34 1.17
C3 -3.17 -0.36 -0.01
C4 -2.40 -0.41 -1.32
N2 -1.36 0.63 -1.42
C5 -1.85 2.01 -1.41
C6 -1.12 2.90 -0.41
N3 -1.07 2.30 0.94
H1 -3.17 2.36 0.88
H2 -2.50 2.83 2.42
H3 -1.88 0.57 2.99
H4 -3.59 0.65 2.55
H5 -2.35 -1.23 1.65
H6 -3.85 -1.21 0.02
H7 -3.82 0.52 0.01
H8 -1.89 -1.38 -1.40
H9 -3.11 -0.35 -2.15
H10 -0.84 0.46 -2.27
H11 -1.75 2.47 -2.40
H12 -2.92 2.01 -1.21
H13 -0.09 3.04 -0.73
H14 -1.60 3.88 -0.40
H15 -0.48 2.90 1.51
Br1 1.33 -5.72 0.57
C7 2.03 -4.61 -0.75
C8 2.94 -5.11 -1.66
C9 3.48 -4.29 -2.64
Br2 4.72 -5.03 -3.82
C10 3.11 -2.91 -2.75
C11 3.63 -2.03 -3.72
C12 3.21 -0.73 -3.74
C13 2.25 -0.31 -2.80
N4 1.73 -1.12 -1.89
C14 2.16 -2.39 -1.85
C15 1.60 -3.23 -0.78
O1 0.83 -2.77 0.07
H16 3.25 -6.14 -1.61
H17 4.37 -2.38 -4.42
H18 3.61 -0.02 -4.45
H19 1.92 0.72 -2.79
C16 0.89 -1.25 5.46
C17 0.78 -1.77 4.06
C18 1.25 -3.17 3.79
O2 0.33 -1.07 3.16
H20 0.51 -1.99 6.17
H21 0.37 -0.31 5.57
H22 1.95 -1.11 5.69
H23 2.25 -3.31 4.19
H24 1.22 -3.39 2.73
H25 0.59 -3.87 4.32
F1 2.15 1.83 -0.63
As1 3.60 1.70 0.42
F2 4.57 1.56 -0.99
F3 3.31 -0.06 0.37
F4 4.90 1.47 1.49
F5 2.42 1.69 1.75
F6 3.70 3.40 0.47

Here are the Mulliken charges for atoms 1 to 2, given in e: number 1, Ba, carries 1.5006; number 2, C, carries -0.8362

---

3.
# C6H15NO

C6H15NO in the gas phase (ωB97M-V/def2-TZVPD, the Open Molecules 2025 dataset).

Results
- HOMO energy: -9.4 eV
- Orbital gap: 0.380 hartree
- SMILES string: NCCCCCCO
- Energy relative to the best compared isomer or geometry (same formula, charge and spin): 2.769 eV
- LUMO energy: 0.034 hartree

Positions of all 23 atoms, in Å:
C1 1.33 -2.24 -0.85
O1 2.54 -2.32 -1.79
C2 0.33 -1.24 -1.32
C3 0.58 0.10 -0.72
C4 -0.03 0.09 0.70
C5 -1.46 0.52 0.67
C6 -1.59 2.01 0.70
N1 -1.34 2.49 2.06
H1 1.87 -2.04 0.10
H2 1.08 -3.29 -1.10
H3 3.41 -2.26 -1.34
H4 -0.70 -1.64 -1.30
H5 0.51 -1.24 -2.54
H6 1.77 0.28 -0.64
H7 0.24 0.94 -1.27
H8 0.64 0.66 1.37
H9 0.06 -1.02 0.95
H10 -2.02 0.00 1.56
H11 -2.09 0.10 -0.13
H12 -0.89 2.45 -0.04
H13 -2.66 2.30 0.45
H14 -0.96 3.43 2.04
H15 -0.60 1.91 2.45

Here are the Mulliken charges for atoms 1 to 2, given in e: number 1, C, carries -0.4692; number 2, O, carries -0.5520